1.
An isolated molecule of C32H33F3N2O4. Source: OMol25; level of theory: ωB97M-V with the def2-TZVPD basis set.

Properties
* HOMO: -8.90 eV
* HOMO-LUMO gap: 9.5 eV

Atoms and positions in Å:
O 2.46692 4.28614 0.55942
C 1.87969 3.35162 0.04842
C 0.37583 3.35134 -0.07370
C -0.40344 3.38559 1.00261
C -1.89914 3.42713 0.90076
C -2.54167 2.07272 1.11962
C -3.92436 1.98859 1.24601
C -4.54672 0.76960 1.42562
C -3.78214 -0.38925 1.48112
C -4.47879 -1.69730 1.70296
F -3.67243 -2.76293 1.58910
F -5.03252 -1.77768 2.93001
F -5.49101 -1.89876 0.83688
C -2.40233 -0.32262 1.36444
C -1.79315 0.90531 1.19055
C -2.25375 3.99388 -0.48286
C -1.46251 3.25186 -1.55866
O -1.87207 1.92010 -1.54070
C -1.50324 1.14434 -2.67482
C -1.75961 -0.29565 -2.32559
C -3.05138 -0.70517 -2.01687
C -3.30743 -2.01502 -1.66154
C -2.27326 -2.94059 -1.59063
C -2.54537 -4.36741 -1.18260
O -1.60098 -5.28935 -1.67236
C -0.98274 -2.52923 -1.89282
C -0.72779 -1.21966 -2.25942
O -0.06669 3.36480 -1.37217
N 2.50442 2.26130 -0.43913
C 1.86425 1.03198 -0.83531
C 2.21892 -0.07809 0.15740
N 3.65779 -0.23615 0.19995
C 4.07408 -1.37843 0.99642
C 5.53539 -1.67336 0.79157
C 6.37732 -1.92255 1.86556
C 7.71656 -2.20561 1.65698
C 8.22806 -2.23455 0.37167
C 7.39426 -1.98203 -0.70556
C 6.05593 -1.70654 -0.49673
C 4.27616 0.99731 0.65511
C 3.94057 2.12719 -0.31586
H 0.04730 3.37860 1.98096
H -2.29218 4.11004 1.66310
H -4.52227 2.88738 1.20844
H -5.62029 0.70920 1.52356
H -1.81147 -1.22460 1.40435
H -0.71933 0.95276 1.10188
H -1.98258 5.04965 -0.52503
H -3.31493 3.88127 -0.69802
H -1.63861 3.69747 -2.55349
H -0.44774 1.30786 -2.92307
H -2.11504 1.45459 -3.53682
H -3.85568 0.01338 -2.05547
H -4.31728 -2.32476 -1.43725
H -3.56271 -4.65022 -1.48970
H -2.49221 -4.44736 -0.09178
H -1.60607 -5.25376 -2.63545
H -0.17580 -3.24554 -1.83536
H 0.28148 -0.91895 -2.50045
H 0.78445 1.15527 -0.87735
H 2.23851 0.75295 -1.82680
H 1.76495 -1.01598 -0.17169
H 1.80455 0.17820 1.15161
H 3.86679 -1.22638 2.07077
H 3.48935 -2.24282 0.66288
H 5.98359 -1.89724 2.87205
H 8.36186 -2.40029 2.50104
H 9.27328 -2.45238 0.20930
H 7.78984 -2.00310 -1.71061
H 5.39887 -1.50501 -1.32892
H 5.35753 0.85282 0.68911
H 3.92682 1.27267 1.66712
H 4.33850 3.07684 0.04342
H 4.35800 1.89775 -1.30110

Atoms 1-3, force components in eV/Å:
O 0.0 0.2 0.1
C -0.2 0.1 -0.1
C -0.2 0.2 0.3

---

2.
A cluster of 4 separate species, C5H18O4 in total. Source: OMol25; level of theory: ωB97M-V with the def2-TZVPD basis set.

Properties
* HOMO: -9.93 eV
* HOMO-LUMO gap: 10.4 eV

Atoms and positions in Å:
C -2.13062 0.67337 3.01945
C -2.24330 0.61159 1.47784
O -1.96228 1.79132 0.81590
H -2.38061 -0.29138 3.46090
H -2.68268 1.45379 3.54316
H -1.07903 0.86956 3.22865
H -3.25574 0.27425 1.25590
H -1.65166 -0.18989 1.03547
H -2.01977 1.65134 -0.13210
C 1.34616 -1.29410 -1.06328
C 1.76697 -0.23433 -0.00152
O 1.95822 -0.79994 1.27241
H 0.37163 -1.73659 -0.85689
H 2.06631 -2.10625 -1.16272
H 1.31179 -0.85488 -2.06027
H 0.95319 0.48991 -0.03813
H 2.66151 0.30958 -0.30491
H 1.12193 -1.05211 1.67069
C -1.10037 1.11111 -3.31388
O -1.65516 0.89776 -2.02079
H -0.96306 2.15476 -3.59677
H -0.09404 0.70729 -3.42488
H -1.77155 0.63843 -4.03095
H -1.88646 -0.01697 -1.84369
O 4.67384 -1.47539 0.79253
H 3.74563 -1.32910 0.97488
H 4.89903 -2.25315 1.30304

Atoms 1-3, force components in eV/Å:
C 1.2 0.1 -0.8
C -1.4 -1.1 0.5
O 0.3 1.3 0.4

---

3.
An isolated molecule of C3H3N3O3. Source: OMol25; level of theory: ωB97M-V with the def2-TZVPD basis set.

Properties
* HOMO (spin up / spin down): -8.15 / -8.15 eV
* HOMO-LUMO gap (spin up / spin down): 6.7 / 6.7 eV

Atoms and positions in Å:
C -1.05954 0.29702 0.51818
C 0.12089 0.12083 1.07922
C 0.92461 -0.58519 -1.53589
N -1.37211 -0.04995 -0.85030
N -0.32263 -0.80934 -1.48956
N 1.02146 0.33698 2.03233
O 1.87275 1.20575 1.73914
O 2.03533 -0.72922 -1.63859
O 0.97273 -0.22672 3.13834
H -1.88512 0.93270 0.85410
H -1.52228 0.82399 -1.50718
H -0.78609 -1.31685 -2.33980

Atoms 1-3, force components in eV/Å:
C 1.3 1.4 1.1
C -1.3 -1.4 -3.8
C -1.2 0.2 2.7